Here is a molecular structure, C42H39GeO at a distorted geometry from OMol25. Energies are from ωB97M-V/def2-TZVPD.

```
83
C42H39GeO, DFT ωB97M-V/def2-TZVPD
C -0.37 -1.28 0.02
C 0.70 -2.31 0.19
C 0.31 -3.53 0.63
C 2.14 -1.96 -0.13
Ge 2.58 -1.65 -2.02
C 1.10 -2.22 -3.13
C 0.40 -1.28 -3.91
C -0.74 -1.67 -4.62
C -1.18 -2.99 -4.59
C -0.48 -3.93 -3.83
C 0.65 -3.55 -3.09
C 2.94 0.23 -2.32
C 4.17 0.60 -2.90
C 4.47 1.95 -3.11
C 3.56 2.95 -2.76
C 2.33 2.59 -2.19
C 2.02 1.24 -1.97
C 4.18 -2.65 -2.45
C 4.15 -3.56 -3.52
C 5.29 -4.31 -3.84
C 6.47 -4.15 -3.12
C 6.51 -3.24 -2.06
C 5.37 -2.50 -1.71
H 0.00 -0.27 -0.21
H -1.08 -1.57 -0.78
H -0.96 -1.22 0.95
H 1.04 -4.32 0.79
H -0.74 -3.72 0.84
H 2.45 -1.03 0.38
H 2.83 -2.76 0.18
H 0.75 -0.25 -3.95
H -1.28 -0.92 -5.21
H -2.06 -3.29 -5.16
H -0.82 -4.97 -3.79
H 1.17 -4.30 -2.49
H 4.90 -0.16 -3.17
H 5.44 2.23 -3.55
H 3.79 4.00 -2.93
H 1.61 3.35 -1.90
H 1.06 0.98 -1.53
H 3.23 -3.70 -4.09
H 5.25 -5.02 -4.67
H 7.36 -4.73 -3.38
H 7.43 -3.10 -1.48
H 5.41 -1.81 -0.87
C -2.37 3.83 -3.46
C -2.55 2.85 -2.35
C -3.67 2.01 -2.35
C -3.83 1.05 -1.37
C -2.91 0.97 -0.29
C -3.10 -0.02 0.72
C -2.95 0.23 2.10
C -2.94 1.55 2.63
C -2.91 1.77 4.01
C -2.80 0.67 4.87
O -2.96 0.72 6.24
C -2.77 1.88 6.98
C -3.40 1.85 8.23
C -3.24 2.93 9.10
C -2.45 4.02 8.72
C -1.79 4.02 7.49
C -1.92 2.93 6.62
C -2.76 -0.64 4.36
C -2.88 -0.86 3.01
C -1.82 1.89 -0.25
C -1.63 2.78 -1.29
H -1.40 4.33 -3.39
H -2.43 3.34 -4.44
H -3.15 4.60 -3.43
H -4.41 2.11 -3.15
H -4.67 0.35 -1.38
H -3.51 -0.99 0.41
H -3.00 2.41 1.97
H -2.99 2.79 4.39
H -3.99 0.97 8.49
H -3.74 2.91 10.06
H -2.34 4.87 9.39
H -1.17 4.86 7.18
H -1.37 2.89 5.67
H -2.68 -1.46 5.07
H -2.94 -1.88 2.61
H -1.12 1.87 0.59
H -0.76 3.44 -1.30
```

The multiplicity is 1. The calculation puts the HOMO-LUMO gap at 5.25 eV. Its net charge is +1. The max |F| is 2.2 eV/A.